# C22H22N2O6

An isolated molecule of C22H22N2O6 (the ωB97M-V functional and the def2-TZVPD basis, the OMol25 dataset).

As for the gap between HOMO and LUMO: 7.5 eV. The calculation puts the LUMO energy at -1.9 eV. Its SMILES is O=C1c2ccc3c4c(ccc(c24)C(=O)N1CCCCO)C(=O)N(CCCCO)C3=O. For the energy above the lowest of the compared OMol25 structures with the same formula, charge and spin, the calculation gives 2.9 kJ/mol.

Positions of all 52 atoms, in Å:
O1 1.4940 -1.4629 -3.7678
C1 0.8230 -1.5858 -2.7661
N1 0.4479 -2.8407 -2.3119
C2 -0.3206 -3.1124 -1.1915
O2 -0.5911 -4.2516 -0.8738
C3 -0.7846 -1.9453 -0.4144
C4 -1.5598 -2.1285 0.7147
C5 -1.9972 -1.0328 1.4590
C6 -1.6610 0.2520 1.0782
C7 -0.8715 0.4650 -0.0684
C8 -0.5223 1.7659 -0.4804
C9 0.2520 1.9494 -1.6101
C10 0.6921 0.8538 -2.3529
C11 0.3584 -0.4316 -1.9716
C12 -0.4281 -0.6452 -0.8228
H1 1.2971 0.9914 -3.2363
H2 0.5079 2.9557 -1.9054
C13 -0.9905 2.9325 0.2943
O3 -0.7557 4.0725 -0.0487
N2 -1.7266 2.6603 1.4354
C14 -2.1222 1.4071 1.8747
O4 -2.8153 1.2835 2.8613
C15 -2.1478 3.7921 2.2556
H3 -2.0368 4.6898 1.6479
C16 -1.3318 3.8965 3.5469
H4 -1.6898 4.7701 4.0943
C17 0.1745 4.0105 3.3284
H5 0.6774 3.9807 4.2966
H6 0.5432 3.1626 2.7470
C18 0.5990 5.3001 2.6305
O5 2.0109 5.3698 2.6807
H7 2.3036 6.1381 2.1809
H8 0.2565 5.3039 1.5887
H9 0.1572 6.1643 3.1500
H10 -1.5348 3.0132 4.1546
H11 -3.2005 3.6457 2.5093
H12 -2.6026 -1.1702 2.3421
H13 -1.8199 -3.1345 1.0078
C19 0.9282 -3.9777 -3.0913
H14 0.2749 -4.8216 -2.8638
H15 0.8362 -3.7099 -4.1464
C20 2.3838 -4.3361 -2.7879
C21 2.6167 -4.8149 -1.3523
H16 1.7383 -5.3656 -1.0054
H17 3.4684 -5.4979 -1.3306
C22 2.9172 -3.6813 -0.3686
O6 3.1914 -4.1598 0.9251
H18 2.4480 -4.7016 1.2148
H19 3.8162 -3.1417 -0.6780
H20 2.0841 -2.9633 -0.3311
H21 3.0189 -3.4754 -3.0036
H22 2.6593 -5.1334 -3.4798

***

# C3H4N2

An isolated molecule of C3H4N2 at a distorted geometry (the ωB97M-V functional and the def2-TZVPD basis, the OMol25 dataset).

As for the gap between HOMO and LUMO: 9.3 eV. The calculation puts the LUMO energy at 1.0 eV. Its SMILES is C#C/C=N/N. For the energy above the lowest of the compared OMol25 structures with the same formula, charge and spin, the calculation gives 556.5 kJ/mol.

Positions of all 9 atoms, in Å:
C1 -0.0983 0.1929 0.1350
C2 -1.4757 0.0288 0.0002
C3 -2.6711 -0.2614 -0.1318
H1 2.8391 -0.6832 -0.0655
H2 2.3617 0.8302 -0.2081
H3 0.2641 1.1330 0.2741
H4 -3.7921 -0.4632 0.0036
N1 1.8530 -0.1515 -0.1726
N2 0.7193 -0.6256 0.1651

***

# C27H54N3O7P

A cluster of 2 separate species, C27H54N3O7P in total at a distorted geometry (the ωB97M-V functional and the def2-TZVPD basis, the OMol25 dataset).

As for the gap between HOMO and LUMO: 7.8 eV. The calculation puts the LUMO energy at -0.1 eV. Its SMILES is CCOCCOC1=C(CCCCCCCCCCCCOC)C(=O)OC1=O.CN(C)P(=O)(N(C)C)N(C)C.

Positions of all 92 atoms, in Å:
C1 8.8184 -4.4057 1.7470
C2 8.4097 -3.5496 2.9446
O1 7.3364 -2.6475 2.7368
C3 7.3143 -2.0198 1.4717
C4 6.3122 -0.8774 1.5462
O2 5.2522 -1.0930 0.5914
C5 4.6277 0.0431 0.2324
C6 3.3716 0.4215 0.5130
C7 2.3370 -0.3325 1.2700
C8 0.9104 -0.1192 0.7040
C9 0.1354 0.9890 1.4014
C10 -1.3418 1.0765 0.9795
C11 -2.2467 0.5198 2.0907
C12 -2.0551 -0.9892 2.2526
C13 -3.1611 -1.6787 3.0655
C14 -3.2162 -3.1891 2.7322
C15 -2.7338 -4.0816 3.8893
C16 -1.8170 -5.2319 3.4583
C17 -2.2735 -5.9905 2.1916
C18 -1.1478 -6.1455 1.1709
O3 -1.2151 -5.1360 0.1659
C19 -1.7863 -5.6028 -1.0317
C20 3.2711 1.7725 -0.1176
O4 2.6661 2.7491 0.1831
O5 4.2093 1.7751 -1.1750
C21 5.2853 1.1080 -0.6034
O6 6.4272 1.4159 -0.7254
H1 7.9846 -4.6492 1.0953
H2 9.2000 -5.3505 2.1294
H3 9.6192 -3.9335 1.1842
H4 8.0716 -4.2248 3.7286
H5 9.2885 -3.0389 3.3495
H6 8.3005 -1.6181 1.2307
H7 6.9705 -2.6854 0.6787
H8 5.8704 -0.8380 2.5409
H9 6.8262 0.0647 1.3699
H10 2.5542 -1.3963 1.1987
H11 2.3505 -0.0946 2.3348
H12 1.0326 0.1229 -0.3546
H13 0.3848 -1.0723 0.7281
H14 0.6125 1.9289 1.1281
H15 0.2364 0.9110 2.4848
H16 -1.5163 0.5515 0.0418
H17 -1.6202 2.1239 0.8688
H18 -2.0356 1.0395 3.0254
H19 -3.2810 0.7094 1.7981
H20 -1.0834 -1.1868 2.7122
H21 -2.0100 -1.4024 1.2431
H22 -2.9182 -1.5363 4.1168
H23 -4.0942 -1.1823 2.8072
H24 -2.5609 -3.3679 1.8814
H25 -4.2384 -3.4215 2.4397
H26 -3.5770 -4.4471 4.4756
H27 -2.1593 -3.4479 4.5669
H28 -0.8035 -4.8555 3.3288
H29 -1.7913 -5.9513 4.2766
H30 -2.5649 -6.9957 2.4965
H31 -3.1265 -5.5211 1.7104
H32 -1.1885 -7.1261 0.6896
H33 -0.1647 -6.0684 1.6337
H34 -1.1365 -6.3232 -1.5360
H35 -1.9536 -4.7527 -1.6872
H36 -2.7568 -6.0755 -0.8488
O7 -4.2707 3.2576 -2.3110
P1 -3.6141 4.2349 -3.2380
N1 -2.0704 3.5700 -3.5876
C22 -0.8297 3.7560 -2.8674
C23 -2.1150 2.3130 -4.3231
N2 -3.5999 5.6201 -2.1617
C24 -2.4843 5.9025 -1.2724
C25 -4.8584 5.7372 -1.4339
N3 -3.7516 5.3138 -4.6066
C26 -4.6672 4.9153 -5.6768
C27 -2.5828 5.9920 -5.0884
H37 0.0102 3.6120 -3.5544
H38 -0.7148 3.0541 -2.0291
H39 -0.7055 4.7594 -2.4763
H40 -1.8055 2.4498 -5.3668
H41 -3.1195 1.8830 -4.3272
H42 -1.4583 1.5692 -3.8678
H43 -2.1636 5.0325 -0.6808
H44 -2.7696 6.6910 -0.5749
H45 -1.6255 6.2964 -1.8188
H46 -4.9112 5.0619 -0.5721
H47 -5.7073 5.5073 -2.0803
H48 -4.9833 6.7643 -1.0856
H49 -4.2499 4.1351 -6.3315
H50 -4.9274 5.7756 -6.2963
H51 -5.5971 4.5310 -5.2518
H52 -1.9364 5.3559 -5.7087
H53 -1.9884 6.3999 -4.2713
H54 -2.9142 6.8404 -5.6920

***

# C3H6N2S

A cluster of 2 separate species, C3H6N2S in total at a distorted geometry (the ωB97M-V functional and the def2-TZVPD basis, the OMol25 dataset).

As for the gap between HOMO and LUMO (alpha / beta): 8.1 / 7.8 eV. The calculation puts the LUMO energy (alpha / beta) at -0.6 / -0.8 eV. For the energy above the lowest of the compared OMol25 structures with the same formula, charge and spin, the calculation gives 432.4 kJ/mol.

Positions of all 12 atoms, in Å:
C1 1.0334 -1.8803 -0.9674
C2 0.9587 0.6149 -0.2536
C3 0.5022 -0.5990 -1.0088
N1 1.4246 -2.9732 -0.9867
N2 -1.1465 -1.3994 0.7171
S1 -1.2160 -0.2063 1.7672
H1 0.2301 0.8459 0.6108
H2 0.9743 1.4795 -0.8290
H3 1.8859 0.3256 0.3079
H4 0.1677 -0.2252 -2.0312
H5 -0.4614 -2.1179 0.8322
H6 -2.1933 0.4716 1.0625

***

> Which formula does entry 4 have?

C3H6N2S